This record from the OMol25 dataset describes a cluster of 13 separate species, C58H125N12O24P3 in total at a distorted geometry. The level of theory is ωB97M-V/def2-TZVPD.

Geometry (Å):
N 1.3074 -3.5283 -2.7680
C 1.3191 -4.8441 -2.4099
C 2.5385 -5.3754 -2.8109
C 3.2036 -4.3934 -3.5523
C 2.3862 -3.2604 -3.5515
H 0.6647 -2.8164 -2.4595
H 0.4661 -5.2784 -1.9163
H 2.8425 -6.4111 -2.7989
H 4.1495 -4.4808 -4.0615
H 2.6203 -2.3098 -3.9962
N -4.6170 2.3113 3.7541
C -4.5636 3.6783 3.6066
C -5.1136 3.9678 2.3678
C -5.4791 2.7487 1.7485
C -5.1359 1.7537 2.6479
H -4.3114 1.7512 4.5294
H -4.1334 4.3382 4.3397
H -5.0302 4.9252 1.8770
H -5.9497 2.6217 0.7879
H -5.2778 0.6926 2.5169
N 3.7763 -0.2427 -4.3093
C 4.1479 0.1545 -5.5504
C 3.0650 0.7945 -6.1122
C 2.0377 0.8318 -5.1411
C 2.4860 0.0931 -4.0709
H 4.4048 -0.6838 -3.6430
H 5.1495 0.0018 -5.9150
H 3.0310 1.3161 -7.0562
H 1.1281 1.4097 -5.1769
H 2.0398 -0.1183 -3.1107
O 0.0779 -1.1372 -1.7632
P -0.3389 0.0273 -0.9546
N -1.2878 -0.4869 0.3492
C -2.2850 0.3859 0.9629
C -0.6257 -1.3819 1.2505
N -1.3593 1.1189 -1.7619
C -2.5439 0.5471 -2.3971
C -0.6437 2.0424 -2.6664
N 0.8610 0.9886 -0.2643
C 2.2312 0.4917 -0.2089
C 0.5984 2.1867 0.5178
H -2.6208 1.1831 0.3070
H -1.8092 0.9150 1.8042
H -3.0898 -0.1981 1.4091
H -1.2137 -1.7916 2.0718
H 0.2080 -0.8670 1.7642
H -0.1772 -2.1979 0.6786
H -3.1375 1.3517 -2.8329
H -2.3232 -0.2355 -3.1264
H -3.2040 0.1127 -1.6413
H 0.1583 2.5500 -2.1330
H -0.1043 1.4993 -3.4559
H -1.3893 2.6781 -3.1217
H 2.3299 -0.3661 -0.8753
H 2.9479 1.2891 -0.4214
H 2.5130 0.1019 0.7783
H 1.4567 2.8514 0.4236
H 0.3341 1.9606 1.5531
H -0.2597 2.6958 0.0704
O 2.0538 5.1769 6.3856
P 1.6484 4.2964 5.2964
N 0.1334 4.6510 4.7067
C -0.4704 5.9366 4.9735
C -0.4611 3.9730 3.5407
N 1.5383 2.6792 5.7494
C 2.7047 1.9043 6.1119
C 0.3269 2.2794 6.4679
N 2.6937 4.4328 4.0004
C 2.7828 3.4657 2.9018
C 3.7590 5.4647 4.1044
H -0.0473 6.7384 4.3542
H -0.3085 6.2429 6.0079
H -1.5497 5.9547 4.8136
H -0.3636 2.8897 3.6421
H 0.0389 4.2634 2.6126
H -1.5146 4.2402 3.5318
H 3.5183 2.0803 5.4094
H 3.0321 2.1058 7.1389
H 2.4918 0.8314 6.1229
H 0.4772 2.4590 7.5389
H -0.5309 2.8641 6.1497
H 0.1446 1.2125 6.3241
H 1.8341 2.9422 2.8397
H 2.8935 3.9874 1.9496
H 3.6302 2.7942 3.0627
H 4.3067 5.1875 5.0055
H 3.2997 6.4439 4.2070
H 4.4225 5.3947 3.2458
O -2.4675 -4.6254 3.4331
P -1.0546 -4.9489 3.6916
N -0.7987 -6.5648 4.1256
C 0.5512 -7.0906 4.3275
C -1.9340 -7.4071 4.4733
N -0.3720 -4.0449 4.9668
C -0.0255 -2.6523 4.6649
C -0.8242 -4.2701 6.3116
N -0.0314 -4.7409 2.3818
C -0.5018 -5.2722 1.0980
C 1.4317 -4.6559 2.4255
H 1.2534 -6.3109 4.6253
H 0.9535 -7.3786 3.3489
H 0.5456 -7.9658 4.9705
H -1.8232 -8.3077 3.8635
H -2.8697 -6.9362 4.1756
H -2.0167 -7.6039 5.5462
H -0.9096 -2.0130 4.5208
H 0.4569 -2.1815 5.5222
H 0.5418 -2.6465 3.7369
H -1.9168 -4.1359 6.3733
H -0.8044 -5.3103 6.6605
H -0.2890 -3.6854 7.0546
H 0.1922 -5.0752 0.2847
H -0.7080 -6.3484 1.0977
H -1.4672 -4.8090 0.8822
H 1.7796 -4.2935 3.3870
H 1.8501 -3.9385 1.7081
H 1.8946 -5.5859 2.0891
C 4.6544 -3.9134 0.4251
C 4.6723 -2.8928 -0.6973
O 5.4688 -1.8015 -0.2173
C 5.7181 -0.7299 -0.9747
O 5.4036 -0.5262 -2.1182
O 6.3053 0.1397 -0.1855
C 6.3684 1.4803 -0.6224
H 5.6229 -4.3079 0.7340
H 4.0008 -4.7571 0.2090
H 4.2976 -3.4225 1.3324
H 3.6590 -2.5682 -0.9475
H 5.1195 -3.2338 -1.6324
H 7.1335 1.7160 -1.3592
H 6.4081 2.1068 0.2674
H 5.4136 1.7768 -1.0627
C -2.3397 5.1587 -0.1319
C -3.2809 4.3073 -1.0081
O -3.6922 5.0373 -2.1616
C -2.8201 5.1776 -3.1539
O -1.6656 4.8598 -3.2112
O -3.4498 5.8714 -4.1091
C -2.7882 6.1686 -5.3154
H -2.1474 4.6502 0.8140
H -2.8188 6.1099 0.0964
H -1.3895 5.3547 -0.6274
H -4.2314 4.2255 -0.4768
H -3.0030 3.2728 -1.2180
H -3.3870 5.7693 -6.1370
H -1.7706 5.7920 -5.3813
H -2.8139 7.2367 -5.5396
C -5.6249 3.6349 -10.8555
C -4.5167 2.8074 -10.2371
O -3.8636 3.4949 -9.1571
C -2.9532 2.7913 -8.4867
O -2.5589 1.7023 -8.7759
O -2.5817 3.5431 -7.4545
C -1.7527 2.9391 -6.4707
H -6.4046 3.8835 -10.1399
H -5.9935 3.0750 -11.7150
H -5.2531 4.5630 -11.2951
H -3.7879 2.4820 -10.9785
H -4.9442 1.9221 -9.7614
H -0.8870 3.5983 -6.3687
H -1.4770 1.9065 -6.6592
H -2.1766 3.0429 -5.4684
C -1.2653 -5.8788 -7.5726
C -2.3323 -6.3264 -6.5743
O -1.9714 -5.8973 -5.2774
C -2.2297 -4.6305 -4.9396
O -2.7793 -3.8206 -5.6591
O -1.9047 -4.4500 -3.6960
C -2.0120 -3.1632 -3.1182
H -1.4435 -6.1514 -8.6126
H -0.2955 -6.2447 -7.2380
H -1.2410 -4.7870 -7.5824
H -2.3659 -7.4163 -6.5785
H -3.3369 -6.0018 -6.8485
H -1.4656 -2.4111 -3.6930
H -1.7441 -3.1067 -2.0703
H -2.9923 -2.6944 -3.2518
C 3.8833 -1.0371 3.1109
C 4.7463 -1.5676 4.2455
O 3.9942 -2.4240 5.0962
C 3.8753 -3.7286 4.8545
O 4.2582 -4.3057 3.8752
O 3.2705 -4.3515 5.8615
C 2.8045 -3.7291 7.0493
H 3.1228 -0.3044 3.3912
H 3.3762 -1.9106 2.6947
H 4.4250 -0.5545 2.2957
H 5.1740 -0.7669 4.8455
H 5.5578 -2.1919 3.8634
H 3.4212 -2.8803 7.3378
H 2.7686 -4.4953 7.8179
H 1.7928 -3.3765 6.8538
C 2.6228 4.0391 -3.6920
C 3.0881 3.1380 -2.5392
O 4.1900 3.6220 -1.7756
C 3.9749 4.5322 -0.8454
O 2.9326 4.7369 -0.2934
O 5.1237 5.1462 -0.5808
C 5.1682 6.0159 0.5336
H 2.1614 4.8891 -3.1930
H 1.8933 3.4186 -4.2121
H 3.4404 4.2138 -4.3853
H 3.4051 2.1625 -2.9159
H 2.2653 2.8464 -1.8794
H 4.2850 6.6510 0.5921
H 6.0846 6.5975 0.5495
H 5.1846 5.4385 1.4634
C -4.2280 -2.6701 0.2280
C -4.2450 -2.8768 1.7513
O -5.0884 -1.9120 2.3519
C -6.3940 -2.1135 2.3696
O -7.0071 -3.0133 1.8708
O -6.9255 -1.1095 3.0747
C -8.2709 -0.7021 2.9603
H -3.8897 -3.4801 -0.4146
H -3.5857 -1.8022 0.0379
H -5.1677 -2.3007 -0.1888
H -3.2377 -2.8444 2.1515
H -4.5191 -3.9190 1.9201
H -8.2937 0.3878 2.8662
H -8.7780 -0.9449 3.8921
H -8.7300 -1.0427 2.0323

Output
Net charge: 0
Energy (eV): -157065.198
Multiplicity: 1